The following is a DFT calculation (ωB97M-V/def2-TZVPD) of 10 unconnected molecules or ions with the total composition C42H100FN8O16 at a distorted geometry.

Last column: Mulliken charge in e.
Cartesian coordinates (Å):
N (4.27126, -10.90319, -27.85805)  1.17
H (4.89455, -10.23664, -28.29086)  0.00
H (4.70725, -11.25502, -27.01766)  -0.50
H (3.86186, -11.64742, -28.40449)  0.40
H (3.46055, -10.39680, -27.53181)  0.62
N (7.40363, -10.34487, -24.95520)  3.71
H (7.21017, -9.44680, -24.53550)  0.93
H (7.64079, -10.39746, -25.93555)  -0.96
H (6.51509, -10.82503, -24.94892)  -0.88
H (8.03236, -10.89801, -24.39053)  -0.78
F (5.07786, -11.62572, -25.48685)  -0.67
C (6.26900, -6.80196, -28.67964)  -0.99
C (7.43882, -6.07175, -28.08694)  0.59
C (8.52411, -6.93018, -27.36931)  -0.11
O (9.34359, -6.36355, -26.65115)  -0.78
C (8.44274, -8.34384, -27.46846)  0.26
C (7.45935, -8.95356, -28.15471)  0.63
C (6.38087, -8.13747, -28.84230)  0.37
O (5.41836, -8.68370, -29.53908)  -0.91
O (7.44313, -10.25384, -28.05877)  -0.70
O (7.54500, -4.82827, -28.04347)  -0.73
H (5.44860, -6.24921, -29.11306)  0.40
H (9.20970, -8.90876, -26.95951)  0.24
C (6.99098, -17.29077, -23.64958)  -0.43
O (5.53709, -17.35554, -23.87105)  -0.44
C (4.79431, -16.20699, -23.52881)  -0.59
C (4.85620, -15.13818, -24.62304)  0.57
N (4.16126, -13.91845, -24.07674)  0.91
C (2.72402, -13.90840, -24.13231)  -0.41
C (2.12440, -12.59253, -23.58017)  0.49
O (0.63843, -12.57285, -23.56473)  -0.47
C (0.27926, -11.32031, -22.97964)  -0.73
H (7.46487, -18.23421, -23.92057)  0.20
H (7.11617, -17.22198, -22.56898)  0.44
H (7.45781, -16.41474, -24.09985)  0.02
H (5.10142, -15.80242, -22.56438)  0.27
H (3.75938, -16.51105, -23.37203)  0.28
H (4.52581, -15.48126, -25.60346)  0.55
H (5.91679, -14.89957, -24.70245)  -0.81
H (4.49043, -13.12352, -24.60573)  -0.78
H (2.35920, -14.75061, -23.54436)  0.35
H (2.32724, -13.98266, -25.14480)  -0.10
H (2.50695, -11.74994, -24.15620)  -0.69
H (2.53027, -12.32958, -22.60332)  0.51
H (0.75763, -10.42742, -23.38217)  0.18
H (0.39437, -11.27156, -21.89683)  0.31
H (-0.78574, -11.26984, -23.20615)  0.37
C (6.83917, -14.10970, -27.65652)  -1.49
O (7.46605, -15.19252, -26.94031)  0.64
C (7.62858, -16.36602, -27.74960)  -1.27
C (8.24808, -17.44698, -26.87876)  -0.01
N (8.98807, -18.42309, -27.68252)  -0.38
C (9.33253, -19.62930, -26.94329)  -0.79
C (10.54446, -19.38892, -26.03243)  -0.40
O (11.52790, -18.67952, -26.79192)  -0.25
C (12.16543, -19.46918, -27.81995)  -0.87
H (7.33840, -14.04398, -28.62325)  0.49
H (6.80639, -13.13063, -27.17858)  0.00
H (5.81869, -14.33782, -27.96420)  0.43
H (8.24390, -16.13185, -28.61831)  0.41
H (6.64543, -16.67448, -28.10510)  0.33
H (7.35402, -17.84507, -26.39889)  0.35
H (8.95978, -16.93838, -26.22847)  -0.10
H (9.83238, -17.92966, -27.93504)  0.37
H (9.46744, -20.35866, -27.74200)  0.39
H (8.51012, -19.98579, -26.32309)  0.38
H (10.94572, -20.25863, -25.51214)  0.47
H (10.30626, -18.64217, -25.27499)  0.17
H (11.52313, -19.68282, -28.67430)  0.34
H (12.52677, -20.44647, -27.49989)  0.33
H (12.99824, -18.85547, -28.16331)  0.26
C (5.03354, -13.23769, -30.57793)  -0.80
O (4.15586, -13.12375, -29.42844)  -0.33
C (2.94586, -13.85322, -29.49729)  -0.83
C (1.87736, -13.35221, -28.47573)  -0.05
N (1.75739, -11.89342, -28.54935)  -0.22
C (0.97083, -11.36521, -27.42626)  -0.12
C (0.97654, -9.88454, -27.32079)  -0.98
O (2.26756, -9.44957, -26.99202)  -0.50
C (2.49172, -8.05795, -26.76048)  -0.63
H (4.52534, -12.98532, -31.50860)  0.29
H (5.48184, -14.23115, -30.56583)  0.35
H (5.93771, -12.64091, -30.45778)  0.21
H (3.25672, -14.88121, -29.31096)  0.40
H (2.50675, -13.73999, -30.48848)  0.41
H (2.21299, -13.72612, -27.50845)  -0.39
H (0.98512, -13.89456, -28.78854)  0.51
H (1.15773, -11.87375, -29.36182)  0.34
H (1.28023, -11.69753, -26.43533)  -0.34
H (-0.06152, -11.70769, -27.49753)  0.53
H (0.23431, -9.51909, -26.61111)  0.51
H (0.65533, -9.41790, -28.25202)  0.38
H (2.09912, -7.43532, -27.56441)  0.41
H (3.55599, -7.82347, -26.78140)  -0.03
H (1.94536, -7.72628, -25.87752)  0.31
C (6.43791, -12.58407, -19.76217)  -0.75
O (7.29373, -12.96119, -20.77747)  -0.46
C (6.74369, -12.81191, -22.09720)  -0.88
C (7.80724, -13.15557, -23.16326)  -0.32
N (8.84538, -12.14604, -23.49217)  1.04
C (9.72368, -11.69396, -22.46766)  -0.79
C (10.48730, -10.47792, -22.98915)  -0.54
O (9.60366, -9.37563, -23.16406)  -0.30
C (10.14927, -8.24578, -23.72203)  -0.45
H (6.93887, -12.69784, -18.80082)  0.29
H (5.57976, -13.25414, -19.81423)  0.32
H (6.08188, -11.55421, -19.78884)  0.22
H (6.43117, -11.77487, -22.21961)  0.25
H (5.97025, -13.56263, -22.25938)  0.66
H (7.22523, -13.24236, -24.08077)  -0.31
H (8.25126, -14.10573, -22.86637)  0.62
H (9.46557, -12.53491, -24.18804)  -1.14
H (10.37832, -12.52726, -22.21238)  0.33
H (9.26063, -11.36023, -21.53906)  0.37
H (11.08595, -10.69412, -23.87402)  0.17
H (11.11700, -10.22525, -22.13607)  0.54
H (10.48410, -8.47205, -24.73434)  -0.02
H (10.97804, -7.83283, -23.14694)  0.44
H (9.45750, -7.40931, -23.82141)  0.08
C (12.55771, -9.64165, -26.98373)  -0.81
O (12.10938, -10.96115, -26.77479)  -0.45
C (10.65554, -11.12649, -26.75864)  0.21
C (10.35874, -12.58944, -26.56339)  -0.39
N (10.79616, -13.04651, -25.22948)  -0.37
C (10.66290, -14.46924, -25.11144)  0.06
C (11.83080, -15.15496, -25.80110)  -0.31
O (13.06082, -14.95276, -25.08463)  -0.36
C (14.08738, -15.91787, -25.27359)  -0.75
H (13.64545, -9.61377, -27.04830)  0.32
H (12.25247, -8.93969, -26.20773)  0.25
H (12.16029, -9.15152, -27.87251)  0.31
H (10.19338, -10.75376, -27.67274)  1.05
H (10.18184, -10.66358, -25.89295)  -0.95
H (10.86291, -13.06548, -27.40441)  0.78
H (9.26921, -12.60710, -26.58997)  -0.52
H (11.77150, -12.79349, -25.29870)  0.54
H (9.72579, -14.77780, -25.57483)  -0.47
H (10.74557, -14.80480, -24.07767)  0.31
H (12.04990, -14.70548, -26.76964)  0.28
H (11.61643, -16.20853, -25.98032)  0.23
H (13.88681, -16.79589, -24.65963)  0.27
H (15.08820, -15.52809, -25.08773)  0.25
H (14.04056, -16.27736, -26.30153)  0.29
C (3.29129, -9.34563, -20.89064)  -0.60
O (4.00692, -8.67445, -21.89450)  -0.44
C (4.15147, -9.41372, -23.09275)  1.11
C (4.68254, -8.56678, -24.24918)  -0.32
N (6.08410, -8.19625, -23.93654)  -0.05
C (6.54149, -7.11210, -24.81371)  1.31
C (6.02454, -5.74371, -24.35723)  -1.27
O (6.33932, -5.55451, -23.01376)  -0.31
C (5.58415, -4.61545, -22.26115)  -0.88
H (3.22306, -8.61105, -20.08824)  0.31
H (3.76563, -10.25385, -20.51883)  0.13
H (2.29016, -9.65372, -21.19218)  0.22
H (3.12454, -9.68464, -23.33794)  -0.45
H (4.75215, -10.30391, -22.90607)  -0.39
H (4.12847, -7.65410, -24.46850)  0.47
H (4.73671, -9.07239, -25.21330)  -0.36
H (6.07700, -7.91455, -22.96664)  0.37
H (6.26041, -7.23784, -25.85931)  -0.80
H (7.63096, -7.07845, -24.81715)  -0.69
H (4.97964, -5.69401, -24.66350)  0.40
H (6.47801, -5.00188, -25.01461)  0.69
H (5.72914, -3.54600, -22.41395)  0.28
H (5.75656, -4.82114, -21.20472)  0.24
H (4.57807, -4.92004, -22.54948)  0.35

As for the total charge: -1. The value obtained for the LUMO energy is 1.948 eV. Its largest force on an atom is 4.67 eV/A. The calculation puts the relative energy (zero: lowest compared OMol25 entry of this formula, charge and spin) at 0.000 eV.

The following is a DFT calculation (ωB97M-V/def2-TZVPD) of C9H23NSi in the gas phase at a distorted geometry.

Last column: Löwdin spin population.
Cartesian coordinates (Å):
C (2.22024, -2.00096, 0.81029)  0.03
C (0.98870, -1.92914, -1.31621)  0.04
C (-2.51540, 1.28143, -0.90409)  0.12
C (-2.76425, -0.95808, 0.16865)  0.17
C (1.10311, 1.56339, -1.50241)  0.06
C (1.39372, 2.49878, 0.66794)  0.05
C (-0.25378, 0.17766, 2.31127)  0.07
C (0.87466, -1.69839, 0.14165)  0.11
C (-1.91438, -0.08134, -0.70063)  0.45
N (0.68709, 1.52487, -0.15970)  0.25
Si (-0.01969, 0.01079, 0.46457)  0.23
H (3.06164, -1.44989, 0.17702)  0.00
H (2.38915, -1.53171, 1.75910)  0.01
H (2.42639, -2.98347, 0.84408)  0.01
H (0.86543, -0.98092, -1.80783)  0.01
H (0.20454, -2.52881, -1.69271)  0.03
H (1.90403, -2.48325, -1.47952)  0.00
H (-2.68622, 1.68287, 0.11461)  0.02
H (-1.82036, 1.96649, -1.51503)  0.02
H (-3.43692, 1.14399, -1.57327)  0.03
H (-2.31577, -2.02185, -0.03498)  0.03
H (-3.76103, -1.03363, -0.07570)  0.03
H (-2.75792, -0.56255, 1.29486)  0.03
H (0.83689, 0.70688, -2.03551)  0.01
H (0.76199, 2.56547, -1.94375)  0.02
H (2.14884, 1.46127, -1.71653)  0.01
H (2.44284, 2.27740, 0.74857)  0.02
H (1.52836, 3.49626, 0.26658)  0.00
H (0.96037, 2.50069, 1.74500)  0.01
H (-0.94880, -0.55915, 2.63842)  0.01
H (0.72827, -0.06754, 2.70414)  0.02
H (-0.73210, 1.13248, 2.65070)  0.02
H (0.13261, -2.45865, 0.57460)  0.02
H (-1.73225, -0.66139, -1.62419)  0.07

The value obtained for the LUMO energy (alpha / beta) is 0.797 / -3.373 eV. As for the spin multiplicity: 3. Its largest force on an atom is 6.20 eV/A. The calculation puts the relative energy (zero: lowest compared OMol25 entry of this formula, charge and spin) at 5.368 eV. As for the expectation value of S²: 2.011.

- Which of these has the lowest relative energy (zero: lowest compared OMol25 entry of this formula, charge and spin)?
  C42H100FN8O16